Entry 1:
This record from the Open Molecules 2025 dataset describes C2H8O3PTm as an isolated structure in a non-equilibrium geometry. The level of theory is ωB97M-V/def2-TZVPD.

Results
Spin multiplicity: 3
Strongest force on any atom in eV/Å: 2.60
Total charge: +2
Kohn-Sham gap (spin up / spin down) in eV: 7.57 / 6.39
DFT total energy in eV: -47140.8730

Last column: Mulliken spin population.
CARTESIAN COORDINATES (ANGSTROEM)
1 O 1.84593 0.75537 1.08856  0.104
2 C 1.46417 0.07496 -0.07464  0.069
3 C 0.79013 -1.35250 0.18190  0.060
4 O -0.57175 -1.24861 0.56083  0.391
5 P -1.03981 0.36492 0.06030  0.033
6 O 0.42905 0.79496 -0.73618  0.044
7 H 1.87484 1.68679 0.83167  0.006
8 H 2.39630 -0.10217 -0.64163  0.006
9 H 1.40196 -2.13107 0.66498  0.001
10 H 0.69561 -1.71134 -0.88110  0.049
11 H -2.31696 0.02428 0.66701  0.014
12 H -0.58931 0.70871 1.40169  0.185
13 H -1.38124 1.77050 -0.14772  0.003
14 H -1.57124 -0.09879 -1.21880  0.030
15 Tm -3.42769 0.46398 -1.75687  1.005

---

Entry 2:
This record from the Open Molecules 2025 dataset describes a 3-piece molecular cluster, C2H8O4 overall in a non-equilibrium geometry. The level of theory is ωB97M-V/def2-TZVPD.

Results
Relative energy (zero: lowest compared OMol25 entry of this formula, charge and spin) in kcal/mol: 15.5
Spin multiplicity: 2
Strongest force on any atom in eV/Å: 3.82
Total charge: +1
Kohn-Sham gap (spin up / spin down) in eV: 10.12 / 5.18
DFT total energy in eV: -10383.5341

Last column: Mulliken spin population.
CARTESIAN COORDINATES (ANGSTROEM)
1 O -0.66319 0.81901 -1.14582  0.854
2 C -0.90216 -0.32390 -0.74910  -0.056
3 O -0.28885 -0.69666 0.38427  0.123
4 C -1.63316 -1.28575 -1.51829  0.033
5 H -0.27187 -0.02043 1.11303  0.000
6 H -2.24334 -0.67594 -2.18334  0.006
7 H -2.30721 -1.83688 -0.84060  0.010
8 H -1.02995 -2.08810 -1.90224  -0.003
9 H 0.86883 0.92278 2.81587  0.000
10 H 1.18631 -0.49015 3.21356  0.000
11 O 0.44211 0.06622 2.96449  0.003
12 H 1.74212 0.56813 -0.70965  -0.002
13 H 2.27494 2.04999 -0.97108  -0.001
14 O 2.40351 1.21887 -0.49375  0.035

---

Entry 3:
This record from the Open Molecules 2025 dataset describes an isolated ion of composition C2H8O4P and charge +1 in a non-equilibrium geometry. The level of theory is ωB97M-V/def2-TZVPD.

Results
Relative energy (zero: lowest compared OMol25 entry of this formula, charge and spin) in kcal/mol: 0.0
Strongest force on any atom in eV/Å: 3.43
Total charge: +1
Kohn-Sham gap in eV: 13.15
DFT total energy in eV: -19677.6380

Last column: Mulliken charge in e.
CARTESIAN COORDINATES (ANGSTROEM)
1 C -1.10574 -0.74867 -1.81287  -0.561
2 C 0.73437 -0.24482 2.29326  -0.588
3 O 1.60276 0.64507 -0.84015  -0.400
4 O -0.14870 2.26649 -0.63041  -0.504
5 O -0.84460 -0.17821 -0.51392  -0.189
6 O 0.31881 0.77446 1.42984  -0.213
7 P 0.25346 0.82370 -0.09843  1.029
8 H -1.44187 -1.73810 -1.65213  0.256
9 H -0.12780 -0.82479 -2.40826  0.300
10 H -1.79958 0.02586 -2.29510  0.278
11 H 0.94634 -1.23410 1.77311  0.306
12 H -0.02457 -0.28735 3.13878  0.260
13 H 1.64137 -0.02365 2.78461  0.304
14 H 1.90862 1.42066 -1.24903  0.366
15 H -0.92248 2.70153 -0.27071  0.355

---

Entry 4:
This record from the Open Molecules 2025 dataset describes C2H8O4P as an isolated structure in a non-equilibrium geometry. The level of theory is ωB97M-V/def2-TZVPD.

Results
Relative energy (zero: lowest compared OMol25 entry of this formula, charge and spin) in kcal/mol: 88.1
Strongest force on any atom in eV/Å: 4.83
Total charge: +1
Kohn-Sham gap (spin up / spin down) in eV: 8.56 / 8.56
DFT total energy in eV: -19673.8158

Last column: Mulliken charge in e.
CARTESIAN COORDINATES (ANGSTROEM)
1 C -1.94005 1.79040 0.42496  -0.607
2 C 2.64951 -0.75596 -0.10469  -0.492
3 O -1.29327 -0.96886 0.92182  -0.438
4 O -0.52490 -1.34406 -1.48775  -0.385
5 O -1.32311 0.96655 -0.63246  -0.231
6 O 1.66132 0.09095 0.34401  -0.410
7 P -0.52681 -0.34641 -0.26642  1.022
8 H -1.12732 2.10651 1.05566  0.340
9 H -2.80397 1.23061 0.85310  0.299
10 H -2.58214 2.55553 0.00159  0.269
11 H 2.51276 -1.88361 0.10695  0.268
12 H 3.51075 -0.45880 0.50632  0.278
13 H 2.76258 -0.75956 -1.15605  0.275
14 H -0.74736 -1.26161 1.74329  0.439
15 H -0.22800 -0.96167 -2.31034  0.373

---

Entry 5:
This record from the Open Molecules 2025 dataset describes a 2-piece molecular cluster, C2H8OS overall in a non-equilibrium geometry. The level of theory is ωB97M-V/def2-TZVPD.

Results
Relative energy (zero: lowest compared OMol25 entry of this formula, charge and spin) in kcal/mol: 22.7
Strongest force on any atom in eV/Å: 4.63
Kohn-Sham gap in eV: 9.17
DFT total energy in eV: -15085.4927

Last column: Mulliken charge in e.
CARTESIAN COORDINATES (ANGSTROEM)
1 C 0.85003 -0.06995 1.23388  -0.721
2 S 0.41875 -1.10294 -0.20201  -0.087
3 C 0.45448 0.20595 -1.51643  -0.777
4 H 1.67401 -0.32942 1.81696  0.384
5 H -0.16269 0.06916 1.78693  0.204
6 H 0.93878 0.95610 0.83243  0.202
7 H -0.50697 0.72879 -1.57996  0.213
8 H 1.39719 0.72586 -1.48268  0.334
9 H 0.31742 -0.57103 -2.37247  0.253
10 H -2.20201 0.69378 0.35258  0.339
11 H -1.75040 2.13054 -0.07681  0.299
12 O -1.77905 1.55340 0.70630  -0.642

---

Entry 6:
This record from the Open Molecules 2025 dataset describes a 2-piece molecular cluster, C2H8OS overall in a non-equilibrium geometry. The level of theory is ωB97M-V/def2-TZVPD.

Results
Relative energy (zero: lowest compared OMol25 entry of this formula, charge and spin) in kcal/mol: 8.0
Strongest force on any atom in eV/Å: 1.23
Kohn-Sham gap in eV: 9.02
DFT total energy in eV: -15086.1320

Last column: Mulliken charge in e.
CARTESIAN COORDINATES (ANGSTROEM)
1 C 0.31223 0.29509 0.43106  -0.816
2 S -0.97215 0.79694 -0.75989  -0.102
3 C -2.14695 -0.55500 -0.53832  -0.825
4 H 1.21415 0.84198 0.17976  0.203
5 H 0.46813 -0.76601 0.23713  0.316
6 H -0.01559 0.41490 1.45356  0.360
7 H -3.12277 -0.11442 -0.41933  0.313
8 H -2.18740 -1.19300 -1.42494  0.265
9 H -1.95932 -1.15745 0.34649  0.284
10 H 3.79370 -1.38955 1.62508  0.303
11 H 3.23823 -0.37402 0.60872  0.317
12 O 2.99911 -0.91177 1.36544  -0.619

---

Entry 7:
This record from the Open Molecules 2025 dataset describes a 2-piece molecular cluster, C2H8OS overall in a non-equilibrium geometry. The level of theory is ωB97M-V/def2-TZVPD.

Results
Relative energy (zero: lowest compared OMol25 entry of this formula, charge and spin) in kcal/mol: 26.3
Strongest force on any atom in eV/Å: 6.57
Kohn-Sham gap in eV: 8.79
DFT total energy in eV: -15085.3360

Last column: Mulliken charge in e.
CARTESIAN COORDINATES (ANGSTROEM)
1 C -0.86885 -0.32629 1.76497  -0.800
2 S 0.74215 0.52408 1.84837  -0.078
3 C 1.04320 0.73329 0.07516  -0.684
4 H -0.60608 -1.43815 1.61964  0.244
5 H -1.50069 -0.04727 1.03827  0.326
6 H -1.33397 -0.34432 2.84733  0.247
7 H 1.69734 1.61373 -0.25113  0.323
8 H 1.27496 -0.33246 -0.40393  0.203
9 H 0.11141 0.95418 -0.32242  0.216
10 H -0.96131 -0.25563 -2.88675  0.315
11 H 0.43238 -0.94519 -2.78436  0.314
12 O -0.03052 -0.13597 -2.54514  -0.625

---

Entry 8:
This record from the Open Molecules 2025 dataset describes a 3-piece molecular cluster, C2H8OS overall in a non-equilibrium geometry. The level of theory is ωB97M-V/def2-TZVPD.

Results
Relative energy (zero: lowest compared OMol25 entry of this formula, charge and spin) in kcal/mol: 182.5
Strongest force on any atom in eV/Å: 4.33
Kohn-Sham gap in eV: 2.85
DFT total energy in eV: -15078.5633

Last column: Mulliken charge in e.
CARTESIAN COORDINATES (ANGSTROEM)
1 C -1.42292 -0.15457 -0.42311  -0.498
2 C -0.79833 0.66028 -1.51764  -0.812
3 S 3.48102 -0.41211 3.35868  -0.247
4 H -1.80173 0.58024 0.33558  0.249
5 H -2.22992 -0.71864 -0.70741  0.316
6 H -1.31884 0.69147 -2.50793  0.292
7 H 0.26120 0.43704 -1.80465  0.350
8 H -0.73140 1.69262 -1.13057  0.259
9 H 2.33058 -0.61930 2.65980  0.001
10 H 1.42420 -0.65511 1.26812  0.289
11 H -0.04356 -0.58564 -0.02478  0.394
12 O 0.84970 -0.91628 0.49390  -0.593

---

Entry 9:
This record from the Open Molecules 2025 dataset describes a 3-piece molecular cluster, C2H8OS overall in a non-equilibrium geometry. The level of theory is ωB97M-V/def2-TZVPD.

Results
Relative energy (zero: lowest compared OMol25 entry of this formula, charge and spin) in kcal/mol: 88.0
Spin multiplicity: 2
Strongest force on any atom in eV/Å: 1.33
Total charge: +1
Kohn-Sham gap (spin up / spin down) in eV: 7.19 / 6.82
DFT total energy in eV: -15073.7994

Last column: Mulliken spin population.
CARTESIAN COORDINATES (ANGSTROEM)
1 O 1.91065 0.41590 -2.06922  0.005
2 H 1.08713 0.90203 -2.13916  0.000
3 H 1.75907 -0.15091 -1.31441  -0.003
4 H 0.35814 2.69942 0.24416  0.001
5 C -0.63597 -1.12932 1.51055  -0.096
6 C -0.81055 -0.51111 0.22237  -0.013
7 S -0.81497 -1.84357 -1.01730  1.121
8 H 0.27955 -1.12123 2.10210  -0.017
9 H 0.00828 2.10106 0.41851  0.001
10 H -1.45636 -1.59817 2.04172  -0.013
11 H 0.00514 0.10997 -0.15217  0.011
12 H -1.69009 0.12594 0.15285  0.004

---

Entry 10:
This record from the Open Molecules 2025 dataset describes a 2-piece molecular cluster, C2H8OS2 overall in a non-equilibrium geometry. The level of theory is ωB97M-V/def2-TZVPD.

Results
Relative energy (zero: lowest compared OMol25 entry of this formula, charge and spin) in kcal/mol: 28.6
Strongest force on any atom in eV/Å: 4.06
Kohn-Sham gap in eV: 9.39
DFT total energy in eV: -25920.6969

Last column: Mulliken charge in e.
CARTESIAN COORDINATES (ANGSTROEM)
1 C 2.31684 -1.01188 0.44962  -0.757
2 S 0.94024 0.00176 0.25456  -0.114
3 S 0.50308 0.77565 -1.64186  -0.073
4 C -0.90766 -0.39721 -2.06863  -0.820
5 H 2.93271 -0.76182 1.26888  0.309
6 H 1.92002 -1.96774 0.36335  0.276
7 H 2.86443 -0.82378 -0.44323  0.279
8 H -0.68364 -1.13683 -2.79671  0.282
9 H -1.46612 -0.61164 -1.18589  0.330
10 H -1.60000 0.39487 -2.48885  0.288
11 H -1.72397 2.36845 3.04096  0.322
12 H -2.56069 1.35395 2.19409  0.317
13 O -2.53525 1.81623 3.05371  -0.641

---

Which formula does entry 7 have? C2H8OS

---

Number 9 is which compound? C2H8OS

---

What is the formula in the sixth record? C2H8OS

---

Among the records above, which one has the highest DFT total energy? C2H8O4